Molecular formula: C18H24INO3TeV
Method: DFT, wB97M-V/def2-TZVPD

Values from the calculation:
- <S²>: 2.022
- E: -67762.747 eV
- Spin multiplicity: 3
- Kohn-Sham gap (alpha / beta): 7.27 / 7.39 eV
- Highest occupied orbital energy (alpha / beta): -10.17 / -10.29 eV
- Charge: +1
- ΔE to the lowest compared entry with this formula, charge and spin: 0.0 kJ/mol

Atoms and positions in Å:
V 9.323 9.848 9.283
I 11.272 11.184 7.754
C 11.645 12.378 9.325
C 12.532 13.382 9.199
C 12.918 14.113 10.373
C 12.381 13.763 11.545
C 11.466 12.736 11.708
C 10.955 12.469 13.019
C 10.223 11.350 13.229
C 9.742 10.615 12.103
C 10.086 10.958 10.822
C 11.047 12.021 10.567
H 13.064 13.645 8.321
H 13.655 14.932 10.448
H 12.713 14.312 12.407
H 11.319 13.176 13.781
H 10.022 11.004 14.239
H 8.773 9.991 12.199
C 8.385 13.919 9.226
Te 7.353 11.982 8.907
C 6.611 11.795 10.928
H 7.745 14.636 9.699
H 8.636 14.334 8.242
H 9.304 13.793 9.873
H 6.215 10.761 11.058
H 5.872 12.551 11.098
H 7.360 11.921 11.691
C 11.419 7.824 10.267
O 10.302 8.431 9.766
H 12.033 7.314 9.519
H 11.288 7.081 11.126
H 12.206 8.511 10.784
O 7.639 8.750 9.982
C 7.455 8.372 8.762
O 8.068 8.831 7.759
C 6.568 7.185 8.486
N 6.194 6.604 9.816
C 6.551 5.129 9.792
C 7.534 4.914 8.680
C 7.259 6.013 7.682
H 5.718 7.557 7.932
H 5.182 6.849 10.007
H 6.847 7.230 10.477
H 5.591 4.705 9.632
H 7.018 4.882 10.776
H 7.334 3.925 8.198
H 8.550 4.888 9.082
H 6.408 5.693 7.060
H 8.044 6.401 7.056

---

Molecular formula: C18H24N2O2S
Method: DFT, wB97M-V/def2-TZVPD

Values from the calculation:
- E: -36950.124 eV
- Spin multiplicity: 1
- Kohn-Sham gap: 8.80 eV
- Highest occupied orbital energy: -8.47 eV
- ΔE to the lowest compared entry with this formula, charge and spin: 1719.1 kJ/mol

Atoms and positions in Å:
C -6.793 -0.624 1.391
C -5.608 -1.527 0.711
C -5.299 -1.045 -0.764
O -4.890 0.142 -0.890
C -3.631 0.261 -0.692
C -3.336 1.696 -0.574
C -2.081 2.041 -0.178
C -1.057 1.253 -0.072
C -1.459 -0.080 0.026
C -2.660 -0.549 -0.180
H -3.000 -1.354 -0.097
H -0.785 -0.771 0.268
C 0.369 1.533 0.199
O 0.830 2.784 -0.205
N 1.036 0.987 1.102
H 0.558 0.149 1.760
C 2.468 1.093 1.574
H 2.536 1.138 2.684
H 2.756 2.382 1.136
C 3.408 0.335 0.939
C 2.707 -0.838 -0.002
C 1.770 -0.711 -0.808
C 1.487 -1.979 -1.339
C 2.000 -3.038 -0.498
S 3.096 -2.303 0.313
H 2.030 -4.126 -0.789
H 0.822 -2.446 -2.213
H 1.562 0.258 -1.451
N 4.300 1.013 0.122
C 5.611 0.260 -0.231
H 6.028 0.022 0.565
H 6.261 0.947 -0.899
H 5.425 -0.503 -0.968
C 3.816 1.551 -1.199
H 3.658 0.903 -2.000
H 2.933 2.367 -0.917
H 4.571 2.448 -1.677
H 4.043 -0.154 1.876
H -1.713 3.247 -0.407
H -4.143 2.631 -0.830
H -4.700 -1.941 -1.039
H -6.527 -1.046 -1.074
H -6.178 -2.604 0.765
H -4.901 -1.568 1.338
H -6.649 0.480 1.169
H -6.858 -0.937 2.338
H -7.696 -0.857 0.806

---

Molecular formula: C18H24N2O3
Method: DFT, wB97M-V/def2-TZVPD

Values from the calculation:
- E: -28179.335 eV
- Structure (SMILES): CCOc1ccccc1NC(=O)C(=O)NCCC1=CCCCC1
- Spin multiplicity: 1
- Kohn-Sham gap: 9.02 eV
- Highest occupied orbital energy: -8.21 eV
- ΔE to the lowest compared entry with this formula, charge and spin: 80.9 kJ/mol

Atoms and positions in Å:
C 4.851 -3.774 0.879
C 3.813 -4.420 -0.025
O 2.842 -3.437 -0.323
C 1.775 -3.769 -1.105
C 1.550 -5.013 -1.671
C 0.421 -5.232 -2.448
C -0.488 -4.215 -2.665
C -0.277 -2.965 -2.107
C 0.846 -2.732 -1.330
N 1.122 -1.499 -0.742
C 0.410 -0.363 -0.742
O -0.670 -0.149 -1.268
C 1.133 0.728 0.060
O 2.207 0.520 0.600
N 0.452 1.875 0.051
C 0.788 3.041 0.826
C -0.213 3.242 1.977
C -1.619 3.343 1.449
C -2.414 2.283 1.381
C -3.801 2.300 0.819
C -4.326 3.723 0.654
C -3.250 4.598 0.022
C -2.053 4.698 0.963
H 4.379 -3.414 1.789
H 5.620 -4.496 1.136
H 5.309 -2.928 0.372
H 4.283 -4.779 -0.951
H 3.342 -5.272 0.485
H 2.247 -5.821 -1.514
H 0.261 -6.207 -2.882
H -1.365 -4.389 -3.269
H -0.977 -2.162 -2.266
H 1.997 -1.448 -0.220
H -0.461 1.841 -0.390
H 1.795 2.888 1.220
H 0.787 3.916 0.169
H 0.056 4.150 2.518
H -0.131 2.393 2.659
H -2.064 1.320 1.730
H -3.786 1.791 -0.151
H -4.466 1.725 1.469
H -4.589 4.131 1.632
H -5.227 3.720 0.037
H -2.934 4.152 -0.924
H -3.642 5.595 -0.189
H -2.317 5.315 1.829
H -1.219 5.196 0.460

---

Molecular formula: C18H24N2O4Pb
Method: DFT, wB97M-V/def2-TZVPD

Values from the calculation:
- E: -35453.830 eV
- Spin multiplicity: 1
- Kohn-Sham gap (alpha / beta): 5.42 / 7.02 eV
- Highest occupied orbital energy (alpha / beta): -13.32 / -13.84 eV
- Charge: +2

Atoms and positions in Å:
C -0.307 -2.434 -3.620
C -1.034 -1.363 -4.316
H -0.913 -3.347 -3.386
H 0.733 -2.695 -3.991
C -1.306 -0.060 -3.894
C -0.948 0.619 -2.708
H -1.452 0.368 -1.672
H -0.218 1.473 -2.673
C -1.584 -1.831 -5.620
H -1.277 -2.865 -5.780
H -1.195 -1.205 -6.453
H -2.695 -1.792 -5.592
C -2.076 0.823 -4.871
H -3.098 0.404 -5.044
H -1.522 0.960 -5.836
H -2.178 1.809 -4.374
Pb -0.693 0.465 2.108
O 0.805 -0.580 0.766
C 1.209 -0.169 -0.389
O 1.093 1.908 1.697
C 1.708 1.992 0.722
O 2.618 2.970 0.483
N 1.621 1.194 -0.467
C 3.163 2.858 -0.887
C 2.340 1.803 -1.596
H 4.195 2.537 -0.814
H 3.068 3.842 -1.354
H 2.959 1.071 -2.121
H 1.630 2.249 -2.304
C 1.127 -0.873 -1.596
C 0.234 -2.106 -1.564
H 1.522 -0.488 -2.599
H -0.840 -2.048 -1.196
H 0.820 -3.087 -1.438
O 0.746 -1.118 3.231
C 0.789 -1.384 4.646
C -0.164 -0.453 5.312
C -0.516 -0.605 6.658
C -1.431 0.281 7.217
C -1.966 1.299 6.415
C -1.555 1.399 5.090
N -0.678 0.531 4.547
H 1.357 -1.675 2.712
H 0.492 -2.426 4.832
H 1.813 -1.217 5.025
H -0.047 -1.423 7.199
H -1.725 0.187 8.260
H -2.688 2.012 6.798
H -1.937 2.192 4.437

---

Molecular formula: C18H24N2O4S
Method: DFT, wB97M-V/def2-TZVPD

Values from the calculation:
- E: -41061.374 eV
- Structure (SMILES): CCCNC(=O)[C@H]1N2C(=O)c3c(ccc(OC)c3OC)[C@@H]2SC1(C)C
- Spin multiplicity: 1
- Kohn-Sham gap: 8.77 eV
- Highest occupied orbital energy: -8.41 eV
- ΔE to the lowest compared entry with this formula, charge and spin: 136.6 kJ/mol

Atoms and positions in Å:
C -3.779 -3.211 0.291
C -4.001 -2.311 1.502
C -4.348 -0.874 1.110
N -3.224 -0.206 0.495
C -2.695 0.932 0.978
O -3.138 1.530 1.934
C -1.433 1.432 0.248
N -0.306 0.581 0.547
C 0.946 1.097 0.822
O 1.106 2.162 1.375
C 1.926 0.086 0.348
C 1.199 -0.946 -0.261
C 1.809 -2.067 -0.773
C 3.182 -2.158 -0.653
C 3.945 -1.151 -0.061
O 5.269 -1.441 -0.036
C 6.240 -0.572 0.508
C 3.323 0.024 0.430
O 4.126 0.980 0.971
C 3.905 2.341 0.633
C -0.253 -0.632 -0.193
S -1.097 -0.257 -1.821
C -1.515 1.480 -1.297
C -0.437 2.404 -1.855
C -2.880 1.888 -1.827
H -3.580 -4.230 0.611
H -4.664 -3.219 -0.343
H -2.934 -2.877 -0.308
H -3.107 -2.301 2.128
H -4.822 -2.709 2.099
H -4.612 -0.289 1.993
H -5.198 -0.873 0.417
H -2.854 -0.613 -0.354
H -1.210 2.426 0.653
H 1.237 -2.846 -1.251
H 3.715 -3.015 -1.031
H 6.332 0.348 -0.073
H 7.174 -1.130 0.448
H 6.026 -0.325 1.549
H 3.806 2.457 -0.450
H 4.794 2.867 0.977
H 3.022 2.747 1.127
H -0.831 -1.439 0.268
H 0.546 2.142 -1.469
H -0.408 2.330 -2.940
H -0.650 3.436 -1.580
H -2.855 1.943 -2.913
H -3.138 2.869 -1.434
H -3.659 1.188 -1.538